(1)
# C27H35N10OPbS

A molecular structure, C27H35N10OPbS (ωB97M-V/def2-TZVPD, OMol25).

For the relative energy (zero: lowest compared OMol25 entry of this formula, charge and spin), the calculation gives 0.876 eV. Its molecular weight is 754.9 g mol⁻¹. For the LUMO energy, the calculation gives -8.251 eV. As for the net charge: +3. For the HOMO-LUMO gap, the calculation gives 0.25346 Eh.

Each line ends with the Mulliken charge.
Atoms and positions in Å:
Pb -0.628000 -0.606280 2.989996  1.050
C -1.070712 0.253393 7.900017  -0.981
N -0.597366 -1.088718 7.562746  0.075
C -0.349689 -2.045815 8.646404  -1.032
C -0.424813 -1.408780 6.275175  0.597
N -0.680084 -0.580260 5.289937  -0.553
N 0.071337 -2.677520 6.045625  -0.042
C 0.280829 -3.346218 4.855280  0.548
N 0.691581 -4.615018 5.018861  -0.367
N 0.105568 -2.785027 3.700866  -0.482
H -1.111559 0.348783 8.979051  0.262
H -2.075145 0.427893 7.508459  0.396
H -0.384386 1.015574 7.524312  0.394
H -0.626609 -1.581992 9.586163  0.281
H 0.708057 -2.310793 8.716107  0.393
H -0.964774 -2.940370 8.534197  0.419
H -1.013871 0.308102 5.637198  0.005
H 0.319881 -3.193005 6.873182  0.137
H 0.695427 -5.075474 5.913243  0.187
H 0.891554 -5.189222 4.217895  0.210
H 0.257667 -3.448895 2.949611  0.161
C -0.578534 -1.184761 -9.061449  -0.960
C -1.740922 -1.601165 -8.176790  -0.636
N -1.427942 -1.506166 -6.728576  0.100
C -1.090126 -2.720885 -5.978215  -0.885
C 0.359285 -3.143161 -6.156586  -0.917
C -1.404690 -0.344117 -6.145011  0.776
S -1.023331 -0.091048 -4.453499  -0.015
N -1.680951 0.815526 -6.758722  -0.387
C -1.604005 1.820726 -5.931765  0.536
O -1.266927 1.539330 -4.654968  -0.241
C -1.851564 3.201113 -6.266040  0.408
C -1.706690 4.211115 -5.309131  -0.373
C -1.946216 5.522380 -5.667870  -0.647
C -2.329060 5.827072 -6.970185  -0.373
C -2.474436 4.824621 -7.921864  -0.691
C -2.236225 3.509308 -7.575864  -0.327
H -0.883113 -1.259992 -10.104536  0.366
H 0.289579 -1.826306 -8.918846  0.281
H -0.291305 -0.152046 -8.869556  0.308
H -2.022218 -2.638135 -8.350649  0.375
H -2.614679 -0.978995 -8.361484  0.402
H -1.770715 -3.503054 -6.312182  0.335
H -1.327975 -2.540102 -4.924199  0.490
H 0.565888 -3.404597 -7.192889  0.291
H 0.559861 -4.023453 -5.547198  0.398
H 1.044966 -2.349671 -5.857198  0.276
H -1.406593 3.967193 -4.299630  0.413
H -1.835254 6.312245 -4.938391  0.409
H -2.515276 6.856622 -7.245487  0.414
H -2.772568 5.072544 -8.930811  0.418
H -2.344217 2.717091 -8.303321  0.458
C 4.857080 -2.434952 2.216617  -0.439
C 3.629737 -2.533585 1.573131  -0.918
C 2.605873 -1.666074 1.913083  -0.117
C 2.825033 -0.690055 2.879178  0.457
C 4.054798 -0.579611 3.522179  -0.240
C 5.065998 -1.462816 3.188804  -0.660
N 1.743812 0.193048 3.168371  0.505
N 2.056759 1.295130 3.633737  -0.581
C 0.999817 2.202611 3.914813  0.275
C 1.375290 3.447826 4.381551  -0.294
C 0.375960 4.375825 4.649866  -0.424
C -0.943660 4.017616 4.435952  -0.651
C -1.222484 2.741344 3.962128  -0.338
N -0.270350 1.844778 3.708280  -0.193
H 5.656990 -3.115066 1.956910  0.426
H 3.479095 -3.277668 0.802944  0.418
H 1.656750 -1.715126 1.389383  0.408
H 4.205587 0.182848 4.273099  0.469
H 6.024393 -1.391634 3.684377  0.409
H 2.424186 3.670029 4.517435  0.502
H 0.628552 5.362127 5.014799  0.452
H -1.752442 4.708980 4.625572  0.448
H -2.245713 2.434837 3.776376  0.428

Force components x, y, z for each atom (eV/Å):
0.0 0.0 0.2
0.0 0.0 0.0
0.0 0.0 0.0
0.0 0.0 0.0
0.0 0.0 0.0
0.0 0.0 0.0
0.0 0.0 0.0
0.0 0.0 0.0
0.0 0.0 0.0
0.0 0.0 0.0
0.0 0.0 0.0
0.0 0.0 0.0
0.0 0.0 0.0
0.0 0.0 0.0
0.0 0.0 0.0
0.0 0.0 0.0
0.0 0.0 0.0
0.0 0.0 0.0
0.0 0.0 0.0
0.0 0.0 0.0
0.0 0.0 0.0
0.0 0.0 0.0
0.0 0.0 0.0
0.0 0.0 0.0
0.0 0.0 0.0
0.0 0.0 0.0
0.0 0.0 0.0
0.0 0.0 -0.2
0.0 0.0 0.0
0.0 0.0 0.0
0.0 0.0 0.0
0.0 0.0 0.0
0.0 0.0 0.0
0.0 0.0 0.0
0.0 0.0 0.0
0.0 0.0 0.0
0.0 0.0 0.0
0.0 0.0 0.0
0.0 0.0 0.0
0.0 0.0 0.0
0.0 0.0 0.0
0.0 0.0 0.0
0.0 0.0 0.0
0.0 0.0 0.0
0.0 0.0 0.0
0.0 0.0 0.0
0.0 0.0 0.0
0.0 0.0 0.0
0.0 0.0 0.0
0.0 0.0 0.0
0.0 0.0 0.0
0.0 0.0 0.0
0.0 0.0 0.0
0.0 0.0 0.0
0.0 0.0 0.0
0.0 0.0 0.0
0.0 0.0 0.0
0.0 0.0 0.0
0.0 0.0 0.0
0.0 0.0 0.0
0.0 0.0 0.0
0.0 0.0 0.0
0.0 0.0 0.0
0.0 0.0 0.0
0.0 0.0 0.0
0.0 0.0 0.0
0.0 0.0 0.0
0.0 0.0 0.0
0.0 0.0 0.0
0.0 0.0 0.0
0.0 0.0 0.0
0.0 0.0 0.0
0.0 0.0 0.0
0.0 0.0 0.0
0.0 0.0 0.0

(2)
# C27H35N2O6PPt

A molecular structure, C27H35N2O6PPt (ωB97M-V/def2-TZVPD, OMol25).

For the relative energy (zero: lowest compared OMol25 entry of this formula, charge and spin), the calculation gives 0.000 eV. Its molecular weight is 709.6 g mol⁻¹. The spin multiplicity is 5. For the LUMO energy (alpha / beta), the calculation gives -11.117 / -14.955 eV. As for the net charge: +4. Its expectation value of S² is 6.03. For the HOMO-LUMO gap (alpha / beta), the calculation gives 0.30243 / 0.16113 Eh.

Each line ends with the Löwdin spin population.
Atoms and positions in Å:
Pt 0.053174 -0.716383 1.653715  2.024
C -1.537989 -0.930260 4.387921  0.007
C -1.797664 0.419118 3.764564  0.008
O -1.728865 0.346946 2.304316  0.203
C -2.912915 -0.040282 1.548346  0.009
C -2.997106 -1.538327 1.362787  0.007
O -1.705585 -1.985489 0.902378  0.085
C -1.503173 -3.409637 1.000840  0.007
C -0.021316 -3.647566 0.841099  0.009
O 0.757605 -2.770832 1.712805  0.198
C 1.057487 -3.204580 3.079431  0.008
C -0.049930 -2.820294 4.030642  0.008
O -0.311544 -1.420753 3.804099  0.098
H -2.339218 -1.647923 4.202901  0.000
H -1.413605 -0.821471 5.467207  0.003
H -1.015736 1.125819 4.032745  0.000
H -2.767108 0.823557 4.053712  0.004
H -2.802780 0.467045 0.591107  0.000
H -3.797979 0.345020 2.054685  0.004
H -3.753353 -1.770936 0.610338  0.003
H -3.256097 -2.063237 2.283821  0.000
H -2.045446 -3.915198 0.199374  0.002
H -1.888943 -3.766972 1.957492  0.000
H 0.303199 -3.390305 -0.165328  0.000
H 0.244150 -4.682993 1.052754  0.004
H 1.980168 -2.685336 3.332636  0.000
H 1.241169 -4.278494 3.078421  0.004
H 0.283556 -2.971848 5.059551  0.003
H -0.966008 -3.393529 3.875993  0.000
O 0.431315 -0.301203 -0.424782  0.114
P 0.317321 0.612252 -1.656926  0.017
C 1.951195 0.711557 -2.485382  0.104
C 2.222437 1.833494 -3.350140  0.308
C 3.404439 1.925738 -4.113900  0.051
C 4.342368 0.935772 -4.008129  0.080
C 4.084029 -0.179734 -3.162838  0.322
C 2.894062 -0.267067 -2.381125  0.076
C -0.764765 -0.038089 -2.905423  0.011
C -2.149210 0.125336 -2.714934  0.001
C -3.040276 -0.347112 -3.660604  0.006
C -2.565499 -0.979027 -4.806184  0.006
C -1.199677 -1.145423 -5.001719  0.001
C -0.298475 -0.679139 -4.053748  0.010
C -0.172612 2.264116 -1.238282  0.006
C 0.084889 2.762075 0.043960  0.002
C -0.269409 4.061839 0.361574  0.000
C -0.872596 4.872940 -0.594576  0.003
C -1.133893 4.384138 -1.869441  0.001
C -0.790398 3.082000 -2.195566  0.001
H 1.499774 2.642292 -3.396530  0.011
H 3.564032 2.781821 -4.756667  -0.001
H 5.273253 0.975793 -4.559751  0.001
H 4.795711 -0.997684 -3.150458  0.012
H 2.735258 -1.137206 -1.756208  0.000
H -2.522181 0.654993 -1.845799  0.000
H -4.104107 -0.210491 -3.519746  0.000
H -3.261070 -1.337922 -5.553075  0.000
H -0.838220 -1.634779 -5.895521  0.000
H 0.760682 -0.822777 -4.228374  0.000
H 0.555006 2.136803 0.794780  0.000
H -0.077976 4.451275 1.352480  0.000
H -1.144930 5.889798 -0.343332  0.000
H -1.612964 5.016516 -2.604699  0.000
H -1.021522 2.701884 -3.182899  0.000
N 3.281487 0.803271 1.535622  0.002
C 2.517003 1.055358 2.604169  0.014
N 3.025989 1.667932 3.659096  0.013
O 1.283416 0.707240 2.633195  0.128
H 4.245861 1.093102 1.489338  0.000
H 2.849905 0.416369 0.714095  0.000
H 3.972150 2.018432 3.686676  0.001
H 2.440048 1.838654 4.461420  0.000

Force components x, y, z for each atom (eV/Å):
-0.1 0.1 -0.2
0.0 0.0 0.0
0.0 0.1 0.1
0.1 -0.3 0.0
-0.1 0.1 -0.1
0.0 0.0 0.0
0.0 0.1 -0.1
0.0 0.0 0.0
0.0 -0.1 -0.1
-0.2 0.2 0.1
0.1 0.0 0.0
0.0 0.0 0.0
0.1 0.0 0.0
0.0 0.0 0.0
0.0 0.0 0.0
0.0 0.0 0.0
0.0 0.0 0.0
0.0 0.0 0.0
0.0 0.0 0.0
0.0 0.0 0.0
0.0 0.0 0.0
0.0 0.0 0.0
0.0 0.0 0.0
0.0 0.0 0.0
0.0 0.0 0.0
0.0 0.0 0.0
0.0 0.0 0.0
0.0 0.0 0.0
0.0 0.0 0.0
0.5 -0.1 0.5
-0.4 -0.1 -0.4
0.1 0.0 0.1
-0.1 0.0 0.0
0.1 0.0 0.0
0.0 0.0 0.0
0.1 0.0 -0.1
-0.1 0.0 0.0
-0.2 0.2 0.2
0.1 0.0 0.0
0.0 0.0 0.1
0.2 -0.1 -0.1
-0.1 0.0 0.0
0.1 -0.1 -0.2
-0.1 0.1 0.1
0.0 0.0 0.0
0.0 0.0 0.0
0.0 0.0 0.0
0.0 0.0 0.0
0.0 0.0 0.1
0.0 0.0 0.0
0.0 0.0 0.0
0.0 0.0 0.0
0.0 0.0 0.1
0.0 0.0 0.0
0.0 0.0 0.0
0.0 0.0 0.0
0.0 0.0 0.0
0.0 0.0 0.0
0.0 0.0 0.0
0.0 0.0 0.0
0.0 0.0 0.0
0.0 0.0 0.0
0.0 0.0 0.0
0.0 0.0 0.0
-0.1 0.0 0.0
0.2 0.0 -0.1
-0.1 0.0 0.0
-0.2 -0.1 0.1
0.0 0.0 0.0
0.0 0.0 0.0
0.0 0.0 0.0
0.0 0.0 0.0

(3)
# C27H35NO9

A single C27H35NO9 molecule (ωB97M-V/def2-TZVPD, OMol25).

For the relative energy (zero: lowest compared OMol25 entry of this formula, charge and spin), the calculation gives 0.079 eV. Its molecular weight is 517.6 g mol⁻¹. For the LUMO energy, the calculation gives 0.303 eV. The SMILES is C[C@H]1[C@H](OC(=O)CCC(=O)NCc2ccc(C(=O)O)cc2)O[C@@H]2O[C@@]3(C)CC[C@H]4[C@H](C)CC[C@@H]1[C@@]24OO3. For the HOMO-LUMO gap, the calculation gives 0.35524 Eh.

Each line ends with the Mulliken charge.
Atoms and positions in Å:
C 1.181965 0.482390 1.952470  -1.803
C -0.175200 0.819605 1.344345  0.277
C -0.009709 1.475458 -0.028058  -0.497
O 0.745596 2.657029 0.120086  -0.386
C 1.688424 2.939680 -0.778654  0.756
O 1.989925 2.233835 -1.706907  -0.656
C 2.376233 4.241575 -0.435616  -0.491
C 3.884695 4.110611 -0.672293  -0.759
C 4.404607 2.964602 0.185416  0.513
O 4.475742 3.033417 1.394758  -0.660
N 4.770221 1.864858 -0.508829  -0.140
C 5.240025 0.672474 0.150171  -1.229
C 4.389914 -0.556303 -0.049489  1.347
C 3.354092 -0.617892 -0.974844  0.126
C 2.627113 -1.783213 -1.129323  -0.673
C 2.915042 -2.905098 -0.356381  0.425
C 2.099255 -4.122138 -0.532000  0.415
O 1.109540 -4.196486 -1.220099  -0.598
O 2.554199 -5.175969 0.165027  -0.478
C 3.953095 -2.847232 0.572311  -0.759
C 4.679962 -1.684479 0.716106  -0.976
O -1.240268 1.874534 -0.563069  -0.486
C -2.158691 0.820742 -0.755508  -0.835
O -3.311044 1.378880 -1.281101  -0.488
C -4.244875 1.779300 -0.266902  1.602
C -4.914631 3.065474 -0.733444  -1.903
C -5.248760 0.629925 -0.019918  -1.499
C -4.675070 -0.729748 -0.417321  -1.577
C -3.405822 -1.139740 0.347347  -0.658
C -2.733721 -2.341396 -0.336804  0.659
C -3.677557 -3.540823 -0.425047  -1.927
C -1.469930 -2.745608 0.418212  -1.862
C -0.486708 -1.587995 0.500752  -0.380
C -1.111294 -0.396074 1.219835  -0.754
C -2.430514 0.050519 0.553476  2.335
O -3.032423 0.937972 1.503575  -0.452
O -3.562605 2.110599 0.901831  -0.369
H 1.774753 -0.129581 1.276264  0.154
H 1.736067 1.395597 2.155065  0.521
H 1.047782 -0.054240 2.888063  0.468
H -0.677452 1.559586 1.976241  0.457
H 0.511219 0.803581 -0.734796  0.552
H 2.168745 4.480054 0.606808  0.267
H 1.960901 5.028017 -1.068782  0.340
H 4.082381 3.929708 -1.728431  0.255
H 4.378984 5.031049 -0.361056  0.422
H 4.617699 1.829416 -1.503795  0.348
H 5.283892 0.917045 1.217150  0.440
H 6.261141 0.446695 -0.187935  0.346
H 3.093703 0.245258 -1.567423  0.076
H 1.829899 -1.844824 -1.854278  0.279
H 1.980961 -5.942480 0.009764  0.363
H 4.177198 -3.713035 1.174991  0.482
H 5.484178 -1.639965 1.435809  0.459
H -1.761821 0.130857 -1.519422  0.881
H -4.172308 3.857674 -0.745961  0.424
H -5.299543 2.915045 -1.736580  0.393
H -5.717668 3.328687 -0.052221  0.407
H -6.148278 0.814698 -0.607387  0.481
H -5.515208 0.640560 1.038499  0.437
H -5.445841 -1.480328 -0.240570  0.736
H -4.457445 -0.709141 -1.487282  0.419
H -3.695526 -1.437088 1.362987  0.562
H -2.450379 -2.052346 -1.354454  0.348
H -3.132165 -4.404315 -0.798256  0.466
H -4.506048 -3.350518 -1.100340  0.389
H -4.075414 -3.785784 0.557341  0.377
H -0.991106 -3.577272 -0.100483  0.463
H -1.737570 -3.075339 1.424780  0.438
H 0.402720 -1.908573 1.043440  0.673
H -0.179297 -1.311619 -0.507401  -0.067
H -1.379964 -0.710332 2.235519  0.784

Force components x, y, z for each atom (eV/Å):
-0.2 0.1 -0.1
0.1 0.2 -0.1
-0.1 -0.9 0.0
-0.3 0.1 0.3
0.2 0.3 0.0
-0.1 0.0 -0.2
0.1 -0.1 0.0
-0.2 -0.1 0.2
0.2 0.4 -0.4
-0.1 0.1 0.4
0.2 -0.5 -0.3
0.2 0.1 0.2
-0.1 -0.1 0.0
0.1 0.0 0.0
0.0 -0.3 0.1
0.2 0.3 0.0
-0.5 -0.2 -0.3
0.1 0.1 0.0
0.3 -0.2 0.3
-0.1 -0.1 -0.1
0.0 0.1 -0.1
0.1 0.2 0.0
0.2 -0.3 0.0
-0.1 0.3 0.1
-0.8 -0.1 -0.3
0.4 -0.4 0.2
0.4 -0.1 -0.1
0.0 0.1 0.3
0.1 0.2 -0.4
0.0 -0.2 0.5
0.2 0.3 -0.2
0.1 0.2 -0.4
-0.3 -0.1 0.3
-0.1 0.4 -0.2
0.2 -0.3 -0.3
-0.2 -0.2 0.5
0.2 0.5 0.0
0.1 -0.1 0.0
0.1 0.0 0.1
0.0 -0.1 0.1
0.0 0.0 -0.1
-0.1 0.2 0.2
0.0 0.1 -0.1
-0.1 0.0 0.0
0.0 0.0 0.0
0.0 -0.1 0.0
0.0 0.2 0.1
0.1 -0.1 -0.2
-0.1 0.0 0.1
0.0 0.1 0.0
-0.1 0.0 -0.1
-0.1 0.3 -0.1
0.0 -0.1 0.1
0.1 0.0 0.1
-0.1 0.1 0.2
0.0 0.1 0.0
-0.1 0.0 -0.1
-0.1 0.0 0.0
0.0 0.0 0.0
-0.1 0.1 0.0
0.0 -0.1 -0.1
-0.1 -0.1 0.0
0.1 0.0 0.0
0.0 0.0 -0.1
0.0 -0.1 0.0
-0.1 0.0 0.0
-0.1 0.0 0.1
0.0 -0.1 0.1
0.0 -0.1 0.1
0.1 0.1 -0.1
0.1 0.0 -0.1
0.0 0.0 0.0